# 1
Computed, not measured: a cluster of 10 separate species, C38H108F6N10O13S2 in total in a non-equilibrium geometry, with ωB97M-V/def2-TZVPD.

The geometry in XYZ format:
```
177
Properties=species:S:1:pos:R:3:forces:R:3
C 1.258 -2.499 -1.884 -2.639 1.656 -1.137
F 1.500 -2.697 -3.159 -0.561 0.131 -1.711
F 0.433 -3.438 -1.467 -0.990 -0.715 0.531
F 2.367 -2.626 -1.322 3.554 -0.068 2.884
S 0.510 -0.723 -1.696 -0.606 1.062 -0.892
O 1.636 0.178 -1.869 -0.529 -1.573 0.348
O -0.527 -0.613 -2.743 1.411 -0.939 2.034
N -0.115 -0.699 -0.058 1.796 -2.300 -3.095
S -0.691 0.711 0.042 -0.395 6.849 0.635
O 0.223 1.852 -0.240 -0.703 -2.088 0.610
O -1.986 0.987 -0.545 -0.110 -1.217 0.600
C -0.929 0.990 1.918 0.912 -1.079 -2.497
F -1.457 2.183 2.051 0.673 0.670 0.618
F -1.869 0.140 2.331 0.469 -0.756 1.218
F 0.300 0.855 2.544 -2.274 0.208 -0.064
C 4.361 2.682 -8.391 0.351 -0.034 -0.187
C 2.869 2.824 -8.239 -0.330 1.807 1.572
C 2.526 4.132 -7.403 -0.923 -0.776 0.260
O 1.112 4.442 -7.224 1.090 -0.864 -0.463
C 0.364 3.342 -6.699 0.538 -0.763 0.280
N 2.129 2.857 -9.549 0.039 -1.266 0.169
H 2.192 1.867 -9.738 0.023 -0.328 -1.369
H 1.134 3.006 -9.471 -0.510 0.673 0.420
H 2.476 3.405 -10.323 0.502 0.370 -0.227
H 4.794 2.506 -7.407 -0.124 0.097 0.068
H 4.839 3.574 -8.797 -0.047 -0.029 -0.129
H 4.641 1.808 -8.979 -0.034 0.065 -0.209
H 2.504 1.885 -7.822 -0.237 0.333 0.557
H 3.043 4.971 -7.868 -0.490 0.165 -0.303
H 2.954 4.083 -6.402 0.248 -0.556 0.006
H -0.384 3.615 -5.954 -0.222 0.613 -0.642
H 0.938 2.603 -6.140 0.815 0.250 0.217
H -0.033 2.714 -7.497 -0.667 0.317 -0.223
C -0.555 -5.795 5.038 -1.745 1.248 0.427
C -0.146 -4.367 4.535 1.119 -2.913 -0.801
C 1.251 -3.972 5.099 1.159 1.401 -0.794
O 2.241 -3.440 4.147 -2.011 0.573 0.225
C 3.399 -2.788 4.810 -1.144 -1.310 -0.261
N -0.095 -4.544 3.004 0.924 0.916 1.114
H 0.260 -3.638 2.735 0.309 0.341 -1.136
H 0.589 -5.256 2.790 0.508 -0.137 -0.152
H -0.943 -4.795 2.515 -0.605 0.205 0.201
H -1.548 -5.975 4.625 -0.440 0.097 0.307
H -0.659 -5.772 6.123 0.035 -0.134 -0.036
H -0.070 -6.731 4.760 1.182 0.656 -0.217
H -0.848 -3.554 4.720 -0.233 -0.477 0.024
H 1.749 -4.791 5.619 -0.419 -0.082 0.233
H 0.962 -3.146 5.748 0.508 -0.204 0.648
H 3.139 -2.353 5.775 -0.115 -0.495 0.206
H 3.773 -1.933 4.245 -0.041 -0.564 -0.573
H 4.013 -3.688 4.847 1.055 0.911 0.594
C 4.523 5.424 1.715 -0.094 0.788 -0.678
C 3.693 6.579 1.088 -0.705 -1.000 1.394
C 2.821 7.289 2.202 -0.259 -1.961 -2.005
O 2.041 6.260 2.801 1.613 0.030 -2.098
C 1.119 6.873 3.585 -1.350 -0.543 3.437
N 4.624 7.596 0.544 0.355 0.582 0.812
H 5.221 7.298 -0.214 0.312 -0.403 -0.245
H 4.233 8.490 0.281 -0.687 0.327 -0.327
H 5.182 7.813 1.357 1.019 0.322 0.133
H 3.952 4.503 1.592 0.240 0.052 0.213
H 4.790 5.592 2.759 -0.239 0.034 0.012
H 5.456 5.377 1.154 0.102 -0.500 -0.050
H 3.153 6.140 0.249 -0.457 0.453 0.187
H 2.109 7.956 1.716 0.241 0.609 0.042
H 3.475 7.791 2.915 0.005 0.172 0.213
H 0.621 6.135 4.214 -0.051 -0.576 -0.323
H 0.273 7.401 3.144 0.524 0.556 -0.595
H 1.680 7.378 4.372 -0.401 1.175 -0.070
C -7.779 1.869 2.983 0.396 -0.354 1.039
C -8.240 2.841 4.102 -1.275 1.682 -0.855
C -7.380 4.103 4.234 -0.383 -1.572 -2.010
O -7.923 5.008 5.111 -0.739 -0.156 -0.201
C -6.898 5.640 5.839 -0.339 0.553 1.115
N -9.673 3.260 3.651 0.878 -0.330 -0.400
H -10.187 3.819 4.316 -0.206 0.131 0.546
H -9.671 3.762 2.775 0.096 0.305 -0.471
H -10.103 2.363 3.475 -0.920 -0.091 0.070
H -6.789 1.473 3.207 -0.037 -0.014 0.163
H -7.684 2.306 1.989 -0.164 0.637 0.208
H -8.433 1.008 2.845 -0.135 -0.018 0.337
H -8.520 2.601 5.128 0.798 -1.354 -0.035
H -7.282 4.514 3.229 -0.031 0.439 -0.343
H -6.395 3.662 4.389 0.405 0.506 0.996
H -7.276 6.397 6.526 -0.613 -0.168 -0.148
H -6.266 6.214 5.161 0.710 -0.597 0.105
H -6.540 4.828 6.472 1.301 0.458 -0.082
C 9.820 -4.266 1.314 1.212 0.163 1.273
C 9.450 -4.079 -0.106 -0.526 0.648 -0.207
C 8.220 -3.229 -0.217 -0.734 1.218 -0.838
O 8.427 -1.854 0.122 0.743 -1.684 0.383
C 7.294 -1.039 0.036 -0.847 0.814 -0.849
N 10.650 -3.447 -0.988 -1.106 -1.503 1.184
H 10.468 -3.427 -1.981 -0.435 0.045 -0.406
H 10.964 -2.529 -0.708 -0.250 0.571 0.481
H 11.435 -4.072 -0.868 0.570 -0.288 0.099
H 9.068 -4.692 1.978 -0.579 -0.306 -0.778
H 9.947 -3.294 1.792 0.688 0.060 -0.058
H 10.666 -4.941 1.447 0.324 0.354 0.073
H 9.139 -5.022 -0.557 0.717 -0.057 -0.402
H 7.421 -3.664 0.384 0.134 -0.140 0.411
H 7.863 -3.383 -1.236 -0.236 0.712 -0.504
H 6.341 -1.424 0.399 0.196 -0.743 0.413
H 7.107 -0.821 -1.015 -0.028 0.279 -0.183
H 7.443 -0.102 0.572 0.447 -0.162 -0.061
C -2.491 -5.418 -6.196 -0.048 1.044 1.233
C -3.531 -4.844 -5.173 1.164 -0.701 -1.573
C -4.401 -3.776 -5.824 -1.644 -1.936 0.407
O -5.393 -3.406 -4.900 0.783 1.618 1.501
C -4.948 -2.463 -3.859 -1.306 -0.060 -0.343
N -4.343 -6.062 -4.643 -0.230 0.405 0.546
H -3.848 -6.866 -4.285 1.438 -0.061 -0.119
H -4.873 -5.826 -3.817 -0.824 0.733 0.072
H -4.966 -6.532 -5.284 -0.651 0.494 -0.870
H -2.888 -5.688 -7.175 -0.435 -0.441 0.348
H -1.938 -6.206 -5.684 0.089 -0.199 -0.500
H -1.788 -4.623 -6.442 0.132 0.044 0.268
H -3.107 -4.361 -4.292 0.413 -0.618 0.062
H -5.019 -4.291 -6.560 0.298 0.179 -0.690
H -3.808 -3.002 -6.310 0.050 0.186 0.329
H -5.769 -2.387 -3.147 -0.052 -0.383 -0.043
H -4.869 -1.442 -4.232 0.446 -0.164 -0.435
H -4.062 -2.752 -3.293 0.208 -0.168 -0.327
C -5.474 -2.082 8.774 0.257 1.373 0.608
C -4.296 -2.113 9.757 -0.449 0.892 -1.402
C -3.648 -0.742 10.088 -0.332 -0.274 0.464
O -3.413 -0.026 8.880 0.038 0.159 1.177
C -2.603 1.218 8.963 -0.415 -1.150 -0.555
N -4.656 -2.968 10.959 1.507 0.195 -0.568
H -3.772 -3.250 11.357 0.357 -0.641 0.403
H -5.179 -2.624 11.752 -0.660 0.892 0.032
H -5.137 -3.774 10.586 -0.184 -0.571 0.145
H -4.993 -1.613 7.915 -0.452 -0.660 -0.578
H -6.255 -1.366 9.030 0.035 0.096 0.490
H -5.998 -3.029 8.647 0.533 -0.158 -0.475
H -3.480 -2.580 9.206 -0.117 -0.971 0.448
H -2.722 -0.962 10.617 0.336 0.106 0.038
H -4.302 -0.264 10.818 -0.140 0.782 -0.177
H -1.549 0.982 8.815 -0.024 -0.195 -0.081
H -2.658 1.796 9.885 -0.627 -0.252 0.058
H -2.987 1.757 8.097 0.245 0.311 0.311
C -5.175 11.107 -1.504 0.154 1.053 1.401
C -4.505 10.606 -0.154 -2.445 1.749 -0.808
C -4.282 9.129 -0.132 1.118 1.264 -0.892
O -3.203 8.922 -1.055 -1.355 -0.190 1.034
C -2.902 7.545 -1.116 0.747 -0.107 -0.742
N -3.356 11.486 0.311 1.589 -1.661 -0.543
H -2.461 11.191 -0.053 0.407 -0.624 -1.234
H -3.338 12.466 0.068 -0.934 0.661 0.276
H -3.132 11.287 1.276 -0.684 0.710 0.926
H -4.529 11.280 -2.364 0.066 -0.756 0.073
H -5.637 12.079 -1.332 0.298 0.379 0.312
H -6.094 10.553 -1.699 0.539 -0.675 -0.267
H -5.212 10.812 0.650 -0.439 -0.012 -0.205
H -5.232 8.719 -0.476 0.074 -0.338 -0.132
H -4.146 8.818 0.904 0.694 -0.583 0.039
H -2.276 7.343 -0.248 -0.117 -0.762 -0.037
H -2.366 7.367 -2.048 0.363 0.130 0.190
H -3.785 6.914 -1.226 -0.194 0.042 0.552
C 5.064 -8.609 -4.884 -0.572 -0.291 0.132
C 4.105 -9.502 -5.699 2.061 -0.174 -0.665
C 4.683 -9.749 -7.176 -1.237 0.369 1.788
O 3.670 -10.385 -7.858 0.373 -0.769 0.136
C 4.082 -11.448 -8.746 -0.920 0.618 -0.781
N 4.006 -10.878 -4.973 0.300 0.641 -0.853
H 3.181 -11.355 -5.308 -0.469 -0.286 -0.085
H 4.782 -11.490 -5.183 0.596 -0.206 -0.166
H 3.972 -10.773 -3.970 -0.185 0.059 0.414
H 6.059 -9.041 -4.778 -0.114 -0.417 0.100
H 4.608 -8.458 -3.905 0.311 0.187 0.197
H 5.280 -7.634 -5.320 -0.572 -0.061 -0.268
H 3.053 -9.217 -5.660 0.277 0.583 -0.518
H 5.604 -10.329 -7.130 0.160 -0.188 0.244
H 4.936 -8.801 -7.651 -0.006 0.333 0.241
H 3.770 -12.402 -8.323 -0.055 0.002 -0.286
H 5.133 -11.481 -9.032 0.155 0.319 0.476
H 3.536 -11.140 -9.638 -0.001 -1.011 -0.259
```
Positions in Å, forces in eV/Å.

Summary:
Highest occupied orbital energy (Ha): -0.7082
Energy (eV): -120557.9598
LUMO energy (eV): -11.3875
Total charge: +8
HOMO-LUMO gap (eV): 7.88
Relative energy (zero: lowest compared OMol25 entry of this formula, charge and spin) (kcal/mol): 0.00

# 2
Computed, not measured: the ion C13H21IN2O2P with charge +1 in a non-equilibrium geometry, with ωB97M-V/def2-TZVPD.

The geometry in XYZ format:
```
40
Properties=species:S:1:pos:R:3:forces:R:3
C -1.589 -4.102 3.476 0.403 -0.069 0.133
C -0.471 -4.181 2.235 0.590 -0.739 1.288
P -1.112 -3.392 0.613 -0.820 -0.196 -0.312
C -0.715 -4.628 -0.840 0.654 0.284 -1.024
C -0.209 -1.729 0.219 1.365 2.472 -1.276
C 1.331 -1.457 0.670 -2.600 3.201 -1.969
N 1.942 -0.140 0.374 -3.352 -3.982 0.400
N 1.194 0.788 -0.264 -2.447 1.092 -1.422
C 1.936 2.134 -0.462 1.419 0.591 0.387
C 2.424 2.380 -2.007 -0.928 1.836 -0.318
C 3.625 3.541 -2.001 0.395 -1.475 -1.201
I 3.133 5.295 -0.767 0.127 -0.850 -0.606
C -0.194 0.807 -0.823 -0.562 -4.373 1.924
C -0.934 2.078 -1.589 0.850 -0.987 -0.846
O -2.394 1.902 -1.463 1.504 2.387 2.547
C -2.937 2.751 -0.388 -7.000 2.936 -0.010
C -2.157 3.113 1.028 1.185 -0.377 -1.487
O -4.177 3.237 -0.551 8.280 -3.577 0.688
C -1.081 -0.595 -0.600 5.619 0.790 1.883
H -1.277 -4.902 4.296 -0.659 1.717 -1.833
H -2.675 -4.356 3.099 2.260 0.583 0.697
H -1.571 -3.049 4.000 -0.147 -2.068 -1.196
H -0.277 -5.336 2.077 -0.230 2.431 -0.030
H 0.531 -3.688 2.585 -1.814 -1.050 -0.539
H 0.439 -4.661 -1.030 -2.186 -0.300 0.324
H -1.230 -4.257 -1.845 1.034 -0.649 2.314
H -1.164 -5.681 -0.592 0.962 2.096 -0.241
H 1.944 -2.292 1.263 -1.326 2.367 -1.564
H 2.926 2.157 0.205 -2.415 -0.527 -1.299
H 1.245 2.977 -0.020 1.383 -1.709 -1.185
H 2.720 1.415 -2.599 -0.274 1.750 1.481
H 1.533 2.883 -2.621 1.832 -1.183 1.320
H 3.813 3.960 -3.102 -0.452 -1.078 2.599
H 4.611 3.086 -1.566 -1.917 0.985 -0.866
H -0.683 1.931 -2.745 -0.613 0.341 2.545
H -0.543 3.129 -1.256 -0.792 -2.153 -0.502
H -1.210 3.756 0.723 -1.829 -1.314 0.768
H -1.776 2.098 1.479 -0.791 2.065 -0.655
H -2.789 3.768 1.765 0.887 -1.635 -1.810
H -2.179 -0.743 -0.978 2.407 0.366 0.893
```
Positions in Å, forces in eV/Å.

Summary:
Highest occupied orbital energy (Ha): -0.4271
SMILES string: CCP(C)c1cn[n+](CCCI)c(COC(C)=O)c1
Energy (eV): -38268.5087
LUMO energy (eV): -4.9657
Total charge: +1
HOMO-LUMO gap (eV): 6.65

Number 2 is which compound?
C13H21IN2O2P